1.
Entry from the Open Molecules 2025 dataset: a molecular structure, C19H35N3O3PRhS (ωB97M-V with the def2-TZVPD basis set).

The geometry in XYZ format:
```
63
Properties=species:S:1:pos:R:3:forces:R:3
Rh 0.6413 0.2891 2.3077 -0.01 0.03 -0.10
O -1.0096 -1.0728 2.6152 -0.06 -0.02 0.02
N -2.2132 -0.4985 2.2729 0.00 -0.01 0.03
C -3.2634 -1.3985 2.1140 -0.01 0.02 0.01
C -4.5590 -0.9703 2.1356 -0.01 0.00 0.01
C -4.8655 0.3780 2.3687 0.01 -0.01 -0.01
C -3.7745 1.2569 2.6231 0.00 0.01 0.00
C -2.4776 0.8260 2.6054 0.02 -0.01 0.01
S -1.1086 1.9013 2.8658 -0.08 0.03 0.03
H -2.9517 -2.4157 1.9370 0.00 0.00 0.00
H -5.3410 -1.7013 1.9670 0.00 0.00 0.00
H -5.8859 0.7310 2.3951 -0.01 0.01 0.00
H -3.9431 2.3077 2.8193 0.00 0.00 0.00
N 0.7467 -0.2560 4.6167 0.00 -0.05 0.05
C 2.0960 -0.4348 5.1372 0.01 0.01 -0.02
C 3.1757 -0.2867 4.0463 -0.01 -0.01 0.01
O 4.3408 -0.4667 4.3839 0.02 -0.01 0.02
O 2.7599 0.0192 2.8754 0.00 0.01 -0.03
H 0.1997 0.4483 5.0924 0.00 0.02 -0.04
H 0.1864 -1.0977 4.5536 0.00 0.01 0.01
H 2.2336 -1.4118 5.6045 0.00 0.01 -0.01
H 2.3154 0.3139 5.8997 0.00 -0.01 0.00
C 2.4618 -0.5579 -3.2275 0.00 -0.01 -0.01
C 2.1704 -0.6893 -1.7308 0.00 -0.03 0.03
C 3.3503 -0.1288 -0.9162 -0.01 0.02 0.03
C 2.0987 -2.1799 -1.3688 -0.01 0.00 -0.01
P 0.5862 0.1461 -1.1350 -0.12 -0.01 -0.04
N 0.6572 0.3293 0.4172 0.20 -0.03 0.10
C 0.4320 1.8553 -1.9123 0.01 0.00 0.00
C -0.0227 1.8735 -3.3739 -0.01 0.02 0.00
C 1.7914 2.5613 -1.8054 0.01 0.01 0.00
C -0.5399 2.6877 -1.0563 0.00 0.01 0.02
C -0.9271 -0.8934 -1.5612 0.00 0.01 0.00
C -2.1806 -0.0471 -1.2850 0.00 0.03 -0.01
C -0.9845 -1.4091 -3.0018 0.03 0.01 -0.02
C -1.0083 -2.0775 -0.5799 0.02 0.02 0.00
H 3.3511 -1.1518 -3.4605 0.00 0.00 0.00
H 2.6757 0.4696 -3.5189 -0.01 -0.03 -0.02
H 1.6473 -0.9285 -3.8500 -0.03 -0.02 -0.01
H 4.2136 -0.7790 -1.0826 0.01 0.00 -0.02
H 3.1317 -0.1251 0.1527 0.01 0.01 -0.01
H 3.6374 0.8750 -1.2162 -0.02 0.02 0.01
H 3.0901 -2.6132 -1.5246 0.00 0.00 -0.01
H 1.3985 -2.7319 -1.9922 -0.03 -0.01 0.00
H 1.8339 -2.3192 -0.3205 0.00 0.00 0.01
H 0.6187 1.2811 -4.0267 0.01 -0.01 0.00
H 0.0075 2.9073 -3.7320 0.00 0.01 0.00
H -1.0472 1.5226 -3.4883 0.00 0.01 0.00
H 2.5335 2.1573 -2.4919 0.00 0.02 0.04
H 2.1815 2.5148 -0.7886 -0.01 0.01 0.01
H 1.6460 3.6137 -2.0629 0.00 0.01 -0.01
H -1.5804 2.4113 -1.1978 0.02 0.00 0.01
H -0.4347 3.7357 -1.3518 0.00 0.01 -0.01
H -0.3136 2.6003 0.0073 0.00 -0.01 -0.01
H -2.3275 0.7396 -2.0238 -0.01 -0.01 0.00
H -2.1580 0.3872 -0.2847 0.00 0.01 0.00
H -3.0502 -0.7073 -1.3310 0.00 -0.01 0.00
H -0.9265 -0.6105 -3.7420 0.00 -0.02 0.01
H -1.9415 -1.9199 -3.1442 0.00 -0.01 0.01
H -0.1983 -2.1322 -3.2155 0.03 -0.01 -0.01
H -0.8564 -1.7573 0.4528 0.01 0.00 -0.02
H -0.3046 -2.8714 -0.8129 0.03 -0.01 -0.01
H -2.0150 -2.4987 -0.6531 0.00 0.00 -0.01
```
Positions in Å, forces in eV/Å.

Results
spin multiplicity = 6
highest occupied orbital energy (alpha / beta) = -1.599 / -4.224 eV
E_LUMO (alpha / beta) = 2.5 / 2.3 eV
HOMO-LUMO gap (alpha / beta) = 0.1497 / 0.2400 Ha
energy = -1984.987593 a.u.
charge = -1
<S²> = 8.783

Charges in e, computed with Löwdin, in the same order as the atoms:
1 Rh 1.002
2 O -0.361
3 N -0.243
4 C -0.113
5 C -0.149
6 C -0.154
7 C -0.173
8 C -0.695
9 S 0.517
10 H 0.098
11 H 0.085
12 H 0.064
13 H 0.079
14 N -0.068
15 C -0.176
16 C -0.690
17 O -0.010
18 O -0.179
19 H 0.055
20 H 0.068
21 H 0.111
22 H 0.113
23 C -0.085
24 C -0.601
25 C -0.090
26 C -0.097
27 P 0.899
28 N -0.353
29 C -0.600
30 C -0.085
31 C -0.099
32 C -0.095
33 C -0.588
34 C -0.085
35 C -0.082
36 C -0.092
37 H 0.086
38 H 0.057
39 H 0.065
40 H 0.084
41 H 0.061
42 H 0.059
43 H 0.084
44 H 0.058
45 H 0.087
46 H 0.063
47 H 0.086
48 H 0.060
49 H 0.056
50 H 0.086
51 H 0.083
52 H 0.060
53 H 0.083
54 H 0.040
55 H 0.059
56 H 0.076
57 H 0.089
58 H 0.060
59 H 0.087
60 H 0.060
61 H 0.046
62 H 0.058
63 H 0.083

---

2.
Entry from the Open Molecules 2025 dataset: a gas-phase ion, C5H6N5O2 (charge +1) (ωB97M-V with the def2-TZVPD basis set).

The geometry in XYZ format:
```
18
Properties=species:S:1:pos:R:3:forces:R:3
C 1.7107 -1.5431 0.1433 -0.14 2.00 -1.16
C 0.4675 -0.7641 -0.1807 1.51 -0.13 -0.27
C 0.6513 0.7545 -0.1397 -3.68 -1.94 1.56
C 3.0320 0.3815 -0.0706 -0.39 1.47 0.10
C -1.4538 0.2862 -0.4058 -0.01 -4.26 -0.81
N 2.8197 -0.9329 0.1006 0.59 -2.70 0.48
N -0.7142 -1.1068 -0.4153 -0.96 0.74 0.96
N -0.5973 1.2707 -0.0918 3.47 1.70 0.21
N 1.8627 1.1681 0.1383 -1.13 4.71 0.44
N -2.6310 0.0376 0.7469 2.54 -0.87 0.02
O 4.0714 0.9105 -0.2512 0.62 0.23 -0.25
O -2.1063 0.3732 -1.5658 -0.55 1.18 -0.36
H 1.7759 -2.5454 0.4409 -0.62 -1.50 0.26
H 1.9298 2.2184 0.3791 0.47 -2.14 -0.74
H -2.2176 0.6675 1.4321 -1.29 0.68 0.36
H -2.5873 -0.9128 1.1919 -0.16 0.84 -0.94
H -3.5182 0.2215 0.2797 -0.09 0.52 0.71
H -2.4952 -0.4848 -1.7318 -0.18 -0.52 -0.57
```
Positions in Å, forces in eV/Å.

Results
highest occupied orbital energy = -14.416 eV
E_LUMO = -5.7 eV
HOMO-LUMO gap = 0.3209 Ha
energy = -618.086409 a.u.
charge = +1

Charges in e, computed with Löwdin, in the same order as the atoms:
1 C 0.040
2 C -0.159
3 C -0.178
4 C -0.502
5 C -0.574
6 N 0.191
7 N 0.223
8 N 0.177
9 N 0.212
10 N 0.282
11 O 0.215
12 O 0.116
13 H 0.121
14 H 0.232
15 H 0.148
16 H 0.173
17 H 0.159
18 H 0.125

---

3.
Entry from the Open Molecules 2025 dataset: C16H19N3O2 in the gas phase (ωB97M-V with the def2-TZVPD basis set).

The geometry in XYZ format:
```
40
Properties=species:S:1:pos:R:3:forces:R:3
C -3.1212 -3.7994 0.5161 -0.01 0.04 -0.01
C -2.3464 -2.5780 0.1738 0.23 0.21 -0.08
N -2.8837 -1.3712 0.2359 -0.68 -0.22 0.28
N -1.9436 -0.5060 -0.1276 0.74 -0.47 -0.19
C -0.7751 -1.1334 -0.4322 -0.48 -0.49 0.08
C -1.0097 -2.4875 -0.2451 0.08 0.46 0.03
H -0.3375 -3.3049 -0.4158 0.17 -0.12 -0.09
C 0.3904 -0.4525 -1.0276 0.33 -0.03 -0.15
O 0.3205 0.6060 -1.6232 -0.04 0.03 -0.04
N 1.5480 -1.1438 -0.8749 0.01 -0.23 0.10
H 1.5281 -2.0105 -0.3635 -0.12 0.11 0.01
C 2.8032 -0.7252 -1.4460 0.37 0.30 -0.02
H 2.5753 0.0443 -2.1886 0.10 -0.16 0.00
H 3.2621 -1.5828 -1.9459 -0.03 0.06 0.01
C 3.8222 -0.1174 -0.4418 -0.04 -0.45 -0.13
H 4.8279 -0.3756 -0.7865 -0.10 -0.01 0.03
C 3.5780 -0.5255 1.0192 0.16 0.12 -0.21
H 4.5184 -0.4572 1.5659 -0.01 -0.06 -0.02
H 3.1938 -1.5377 1.1209 0.01 -0.08 0.07
C 2.5979 0.5477 1.5126 -0.02 0.11 -0.02
H 1.5789 0.1636 1.5548 -0.01 0.01 0.05
C 2.7207 1.6660 0.4558 -0.32 0.26 0.19
H 2.9948 2.6309 0.8864 -0.05 -0.05 -0.01
O 3.7681 1.2886 -0.4188 0.18 0.12 -0.12
H 1.7905 1.7853 -0.1130 0.08 0.01 0.07
H 2.8669 0.9059 2.5046 -0.03 -0.03 0.02
C -2.2205 0.8717 -0.1120 -0.34 0.88 0.09
C -1.3276 1.7713 0.4545 -0.13 -0.15 -0.01
C -1.6290 3.1203 0.4569 0.02 -0.01 0.01
C -2.8233 3.5702 -0.0809 -0.03 0.08 -0.01
C -3.7256 2.6659 -0.6159 0.00 0.05 0.01
C -3.4286 1.3161 -0.6335 0.17 -0.17 0.01
H -4.1176 0.5956 -1.0458 -0.05 -0.06 -0.04
H -4.6616 3.0134 -1.0271 -0.07 0.02 -0.03
H -3.0528 4.6252 -0.0772 -0.02 0.08 0.01
H -0.9295 3.8211 0.8873 0.06 0.06 0.04
H -0.4068 1.4196 0.8937 0.08 -0.06 0.02
H -4.1286 -3.5170 0.8064 -0.08 -0.05 0.03
H -2.6472 -4.3329 1.3389 -0.04 -0.06 0.04
H -3.1694 -4.4701 -0.3407 -0.06 -0.07 0.00
```
Positions in Å, forces in eV/Å.

Results
highest occupied orbital energy = -8.703 eV
E_LUMO = 0.6 eV
HOMO-LUMO gap = 0.3422 Ha
energy = -935.844746 a.u.
charge = 0

Charges in e, computed with Löwdin, in the same order as the atoms:
1 C -0.037
2 C -0.338
3 N 0.150
4 N -0.041
5 C -0.116
6 C 0.033
7 H 0.107
8 C -0.438
9 O 0.080
10 N 0.075
11 H 0.128
12 C -0.096
13 H 0.134
14 H 0.125
15 C -0.314
16 H 0.145
17 C -0.120
18 H 0.114
19 H 0.105
20 C -0.138
21 H 0.091
22 C -0.179
23 H 0.121
24 O -0.097
25 H 0.097
26 H 0.107
27 C -0.188
28 C -0.016
29 C -0.070
30 C -0.088
31 C -0.079
32 C -0.009
33 H 0.111
34 H 0.103
35 H 0.101
36 H 0.105
37 H 0.101
38 H 0.076
39 H 0.077
40 H 0.078

---

4.
Entry from the Open Molecules 2025 dataset: C3H5N3O in the gas phase (ωB97M-V with the def2-TZVPD basis set).

The geometry in XYZ format:
```
12
Properties=species:S:1:pos:R:3:forces:R:3
O -1.4422 1.1807 0.2172 -0.16 0.15 0.27
C -1.7386 -0.1751 -0.1512 -0.16 -0.27 -0.09
C -0.3438 -0.6683 -0.3923 -0.01 0.40 -0.08
N 0.2574 -0.1575 -1.4560 -0.02 -0.05 0.21
N 1.4454 0.2216 -0.9642 0.31 -0.07 -0.01
C 1.5235 -0.0697 0.3529 0.34 -0.29 -0.12
N 0.4374 -0.6926 0.7373 0.24 0.31 -0.08
H -0.5316 1.1563 0.5817 -1.10 0.28 0.01
H -2.3564 -0.1700 -1.0526 0.15 0.05 0.13
H -2.2584 -0.6904 0.6614 0.16 -0.04 -0.10
H 2.0412 0.8024 -1.5330 0.15 -0.27 0.05
H 2.3428 0.2267 0.9914 0.12 -0.21 -0.17
```
Positions in Å, forces in eV/Å.

Results
highest occupied orbital energy = -9.909 eV
E_LUMO = 0.8 eV
HOMO-LUMO gap = 0.3923 Ha
energy = -356.773617 a.u.
charge = 0

Charges in e, computed with Löwdin, in the same order as the atoms:
1 O -0.076
2 C -0.184
3 C -0.361
4 N 0.106
5 N 0.019
6 C -0.176
7 N 0.102
8 H 0.068
9 H 0.116
10 H 0.112
11 H 0.154
12 H 0.123

---

5.
Entry from the Open Molecules 2025 dataset: a molecular structure, C4H5LiO2V (ωB97M-V with the def2-TZVPD basis set).

The geometry in XYZ format:
```
13
Properties=species:S:1:pos:R:3:forces:R:3
C -0.1049 -1.3526 -0.8928 3.34 3.03 -3.71
C 0.9197 -0.6391 -0.0827 0.66 -1.21 4.49
C 0.8429 0.5738 0.6085 1.25 -2.27 -1.59
C -0.2409 1.4837 0.5598 -1.26 0.93 -1.12
O -0.1008 2.7267 0.6341 0.32 -0.65 0.52
O -0.8211 -2.2599 -0.2686 -2.47 -0.27 1.68
Li -1.5946 -3.4007 0.7646 0.49 0.80 -0.70
V -1.2128 4.2124 -0.0170 -0.22 0.16 -0.08
H 0.0854 -0.2098 -1.4438 -4.47 -0.44 -0.22
H 0.2105 -1.7388 -1.8903 1.04 -0.49 0.83
H 1.5484 -1.3772 0.4347 1.28 0.46 -0.26
H 1.7294 0.9095 1.1543 -0.31 -0.21 0.06
H -1.2611 1.0721 0.4392 0.34 0.17 0.09
```
Positions in Å, forces in eV/Å.

Results
spin multiplicity = 4
highest occupied orbital energy (alpha / beta) = -5.736 / -4.456 eV
E_LUMO (alpha / beta) = -1.2 / -1.2 eV
HOMO-LUMO gap (alpha / beta) = 0.1666 / 0.1194 Ha
energy = -1257.124913 a.u.
charge = 0
<S²> = 4.016

Charges in e, computed with Löwdin, in the same order as the atoms:
1 C -0.524
2 C -0.124
3 C -0.062
4 C -0.269
5 O -0.342
6 O -0.373
7 Li 0.792
8 V 0.318
9 H 0.152
10 H 0.097
11 H 0.100
12 H 0.115
13 H 0.120

---

6.
Entry from the Open Molecules 2025 dataset: 2 unconnected molecules or ions with the total composition C2H8N3O (ωB97M-V with the def2-TZVPD basis set).

The geometry in XYZ format:
```
14
Properties=species:S:1:pos:R:3:forces:R:3
C -1.3433 -1.2795 -0.5244 -0.22 0.24 -0.60
N -1.3667 -2.5963 -0.6836 0.31 -0.28 -0.08
O -0.3975 -0.5459 -0.8201 0.09 -0.32 0.40
H -2.2820 -0.8625 -0.1606 -0.19 0.08 0.26
H -2.1759 -3.1608 -0.4859 -0.09 0.20 0.08
H -0.5750 -3.0611 -1.0987 0.10 0.00 -0.01
N 0.6738 0.8594 1.4712 0.14 -0.16 -0.73
C 1.0711 1.8234 0.6674 0.95 0.21 0.17
N 1.2331 1.7433 -0.6239 -1.11 -0.44 -0.39
H 0.3977 -0.0180 1.0443 0.03 -0.04 0.00
H 1.0835 0.8352 2.3892 -0.41 0.18 0.35
H 1.3829 2.7447 1.1356 0.15 0.12 0.11
H 1.5012 2.5454 -1.1687 0.02 0.25 0.18
H 0.7972 0.9725 -1.1417 0.25 -0.04 0.28
```
Positions in Å, forces in eV/Å.

Results
highest occupied orbital energy = -14.488 eV
E_LUMO = -3.3 eV
HOMO-LUMO gap = 0.4114 Ha
energy = -320.317032 a.u.
charge = +1

Charges in e, computed with Löwdin, in the same order as the atoms:
1 C -0.368
2 N 0.169
3 O -0.054
4 H 0.141
5 H 0.121
6 H 0.126
7 N 0.186
8 C -0.167
9 N 0.204
10 H 0.099
11 H 0.138
12 H 0.158
13 H 0.141
14 H 0.107

---

Question: The lowest energy belongs to which entry?
Answer: C19H35N3O3PRhS